The following is a quantum chemistry calculation of a molecular structure, C13H28B3Cl2NO6, from OMol25.

CARTESIAN COORDINATES (ANGSTROEM)
C  1.5651  -3.4439  -0.9002
C  0.4008  -4.1005  -0.0750
O  -0.7917  -4.3382  -0.8350
C  -1.9416  -3.7603  -0.1868
C  -1.8871  -2.2128  -0.4781
O  -3.1591  -1.5565  -0.3917
C  -3.0411  -0.2482  0.1504
C  -1.9821  0.6501  -0.6276
O  -2.0629  2.0233  -0.2129
C  -1.3409  2.8494  -1.1403
B  0.2546  2.8136  -0.8860
O  1.2151  2.9102  -1.9608
B  1.6230  1.5407  -2.1340
C  2.0927  0.9678  -3.5600
O  1.5439  0.7018  -0.9692
B  1.6475  1.4597  0.2407
C  2.6669  0.9277  1.3703
C  3.7109  -0.0859  0.8031
C  4.5676  0.1705  -0.5017
N  3.9221  -1.1840  1.4498
O  0.8403  2.6311  0.4194
H  1.7467  -3.9269  -1.8943
H  1.4328  -2.3348  -1.0512
H  2.5134  -3.5873  -0.3072
H  0.1937  -3.4037  0.7895
H  0.7380  -5.0719  0.3810
H  -2.8929  -4.1897  -0.5844
H  -1.8931  -3.9314  0.9256
H  -1.1952  -1.7646  0.2987
H  -1.4514  -1.9895  -1.4914
H  -4.0482  0.2349  0.1475
H  -2.6753  -0.3097  1.2147
H  -2.1259  0.5225  -1.7335
H  -0.9732  0.2773  -0.2786
H  -1.6856  3.9191  -1.1190
H  -1.4957  2.4980  -2.2067
H  2.5119  -0.0671  -3.5186
H  1.1876  0.9086  -4.2327
H  2.8728  1.6661  -3.9600
H  3.2463  1.8335  1.7165
H  2.1269  0.4391  2.2264
H  4.5259  1.2442  -0.8114
H  5.6299  -0.0595  -0.2147
H  4.2945  -0.5298  -1.3334
H  4.6294  -1.7451  0.9612
Cl  -4.7732  1.0233  3.5995
C  -4.1349  2.6780  3.4212
C  -2.6646  2.6898  3.0643
Cl  -1.6422  2.1145  4.4064
H  -4.3262  3.2140  4.3503
H  -4.7105  3.1554  2.6274
H  -2.3473  3.7081  2.8385
H  -2.4585  2.0692  2.1939

Its HOMO energy is -9.65 eV. The frontier orbital gap is 10.0 eV. The total charge is 0. As for the LUMO energy: 0.0111 Ha. The multiplicity is 1.

=====

The following is a quantum chemistry calculation of 3 unconnected molecules or ions with the total composition C13H28BFN2O6, from OMol25.

CARTESIAN COORDINATES (ANGSTROEM)
C  -0.2592  -2.3107  0.4864
C  -0.3584  -1.4041  -0.7240
C  -1.5690  -0.4844  -0.6003
O  -2.7253  -1.2809  -0.4296
C  -3.9066  -0.8414  -1.1113
C  -3.7836  -0.9627  -2.6378
C  -4.0634  -2.3496  -3.1406
O  -3.8806  -3.3776  -2.6051
F  -4.5806  -2.3148  -4.4041
B  -4.4179  0.6115  -0.6242
N  -3.9236  1.8668  -1.1386
O  -5.4512  0.6524  0.2937
O  0.8417  -0.6496  -0.7749
C  1.2583  -0.1367  -2.0227
N  0.6689  1.1292  -2.4181
H  -0.2509  -1.7042  1.3957
H  -1.0875  -3.0152  0.5176
H  0.6906  -2.8454  0.4530
H  -0.4726  -2.0209  -1.6285
H  -1.6460  0.1610  -1.4807
H  -1.4121  0.1615  0.2752
H  -4.6697  -1.5541  -0.7925
H  -4.4363  -0.2569  -3.1534
H  -2.7623  -0.7296  -2.9584
H  -4.5690  2.4030  -1.7053
H  -3.0478  1.7912  -1.6414
H  -5.2193  0.3820  1.1853
H  1.1140  -0.8694  -2.8260
H  2.3285  0.0222  -1.8966
H  -0.1325  0.9996  -3.0225
H  0.3679  1.6318  -1.5908
C  5.4407  0.4925  1.5528
C  4.6678  0.2164  0.2871
O  4.2222  1.1173  -0.3850
C  4.4479  -1.2327  -0.0667
H  5.5027  1.5676  1.7061
H  4.9230  0.0312  2.3959
H  6.4502  0.0815  1.5034
H  3.9207  -1.7358  0.7458
H  5.4040  -1.7366  -0.2200
H  3.8533  -1.2986  -0.9736
C  2.2625  1.6974  2.6597
C  0.9484  1.4262  3.3524
O  0.3660  0.3747  3.2239
C  0.3962  2.5390  4.2115
H  2.5447  0.8284  2.0711
H  2.1674  2.5584  1.9959
H  3.0384  1.9161  3.3959
H  0.2409  3.4353  3.6083
H  1.1058  2.7888  5.0023
H  -0.5473  2.2288  4.6536

Its HOMO energy is -9.44 eV. The SMILES is C[C@@H](CO[C@H](CC(=O)F)B(N)O)OCN.CC(C)=O.CC(C)=O. The frontier orbital gap is 9.8 eV. The total charge is 0. As for the LUMO energy: 0.0124 Ha. The multiplicity is 1.

=====

The following is a quantum chemistry calculation of 2 unconnected molecules or ions with the total composition C13H28ClN5OP, from OMol25.

CARTESIAN COORDINATES (ANGSTROEM)
C  -2.3157  -1.5513  1.9828
C  -1.1820  -1.9331  2.9398
C  -0.1303  -0.8067  3.1072
Cl  1.3511  -1.5049  3.8078
C  -0.7254  0.2924  3.9274
C  -1.5654  1.2356  3.3596
C  -2.0801  2.1781  4.2380
N  -1.7727  2.1566  5.5183
N  -0.9502  1.3104  6.1222
C  -0.4564  0.4140  5.3067
H  -1.9042  -1.1970  1.0356
H  -2.9981  -0.8096  2.3970
H  -2.9059  -2.4470  1.8006
H  -0.7091  -2.8636  2.6445
H  -1.6293  -2.0559  3.9318
H  0.1420  -0.4341  2.1187
H  -1.8433  1.2413  2.3173
H  -2.7468  2.9521  3.8845
H  -2.1930  2.8477  6.1299
H  0.2090  -0.3105  5.7559
O  -0.4220  -1.4721  -1.4001
P  0.5630  -0.6902  -2.2248
N  1.7173  -0.2863  -1.0347
C  2.5331  0.9087  -1.0069
C  2.4754  -1.4347  -0.5504
N  -0.4550  0.6732  -2.6105
C  -0.6238  1.7364  -1.6356
C  -1.7594  0.2433  -3.1092
N  1.6112  -0.4203  -3.6170
C  1.5668  0.8158  -4.3826
C  1.6153  -1.5726  -4.5452
H  3.3617  0.8820  -1.7288
H  2.9661  1.0235  -0.0105
H  1.9524  1.8097  -1.1842
H  3.2769  -1.7269  -1.2434
H  1.8203  -2.2957  -0.4095
H  2.9204  -1.2083  0.4205
H  -0.8104  1.3602  -0.6175
H  -1.4614  2.3741  -1.9220
H  0.2435  2.3969  -1.6147
H  -2.4334  -0.0647  -2.3022
H  -1.6540  -0.6028  -3.7920
H  -2.2274  1.0553  -3.6691
H  0.6455  0.9411  -4.9567
H  2.4069  0.7991  -5.0817
H  1.7053  1.6882  -3.7483
H  0.6699  -1.6634  -5.0917
H  1.7749  -2.5014  -3.9903
H  2.4270  -1.4825  -5.2666

Its HOMO energy is -10.57 eV. The frontier orbital gap is 5.6 eV. The total charge is +1. As for the LUMO energy: -0.1838 Ha. The multiplicity is 1.

=====

The following is a quantum chemistry calculation of a molecular structure, C13H28CoO7, from OMol25.

CARTESIAN COORDINATES (ANGSTROEM)
Co  -0.1603  -0.0040  -0.1482
C  -1.4720  -2.1905  1.7475
C  -2.5561  -1.7101  0.8099
O  -2.3539  -0.3349  0.4658
C  -2.8422  0.6178  1.4249
C  -1.6670  1.2377  2.1600
O  -0.6813  1.6597  1.2135
C  -1.0003  2.9197  0.6081
C  -0.0648  3.1179  -0.5536
O  -0.0802  1.9214  -1.3346
C  0.8186  1.9940  -2.4515
C  1.2203  0.5760  -2.7953
O  1.5751  -0.1275  -1.5994
C  2.8945  0.1180  -1.0917
C  2.7659  0.6325  0.3351
O  1.7380  -0.0817  1.0216
C  2.0867  -1.4342  1.3424
C  0.8889  -2.0275  2.0305
O  -0.2232  -1.8367  1.1502
H  -1.5394  -3.2733  1.8762
H  -1.5573  -1.7206  2.7322
H  -3.5382  -1.8562  1.2593
H  -2.5068  -2.2736  -0.1191
H  -3.5196  0.1433  2.1354
H  -3.4020  1.3657  0.8646
H  -1.1727  0.5087  2.8020
H  -1.9944  2.0781  2.7742
H  -0.8590  3.7168  1.3393
H  -2.0350  2.9255  0.2593
H  0.9519  3.3169  -0.2014
H  -0.3998  3.9650  -1.1551
H  1.6884  2.5972  -2.1761
H  0.3201  2.4636  -3.3009
H  2.0435  0.5662  -3.5094
H  0.3713  0.0431  -3.2117
H  3.4290  0.8422  -1.7060
H  3.4384  -0.8266  -1.1232
H  2.4533  1.6764  0.3510
H  3.7181  0.5429  0.8606
H  2.9551  -1.4497  2.0021
H  2.3037  -1.9996  0.4320
H  0.6980  -1.5207  2.9808
H  1.0461  -3.0916  2.2171
C  -0.3712  -2.5753  -2.1617
O  -0.8996  -1.2879  -1.7678
H  0.7054  -2.5363  -2.0252
H  -0.5945  -2.7665  -3.2095
H  -0.7863  -3.3739  -1.5469
H  -1.8329  -1.2476  -2.0075

Its HOMO energy (alpha / beta) is -17.09 / -17.12 eV. The frontier orbital gap (alpha / beta) is 12.2 / 11.1 eV. The total charge is +2. As for the LUMO energy (alpha / beta): -0.1805 / -0.2230 Ha. The expectation value of S² is 3.755. The multiplicity is 4.

=====

What did the second record say?
The following is a quantum chemistry calculation of 3 unconnected molecules or ions with the total composition C13H28BFN2O6, from OMol25.

CARTESIAN COORDINATES (ANGSTROEM)
C  -0.2592  -2.3107  0.4864
C  -0.3584  -1.4041  -0.7240
C  -1.5690  -0.4844  -0.6003
O  -2.7253  -1.2809  -0.4296
C  -3.9066  -0.8414  -1.1113
C  -3.7836  -0.9627  -2.6378
C  -4.0634  -2.3496  -3.1406
O  -3.8806  -3.3776  -2.6051
F  -4.5806  -2.3148  -4.4041
B  -4.4179  0.6115  -0.6242
N  -3.9236  1.8668  -1.1386
O  -5.4512  0.6524  0.2937
O  0.8417  -0.6496  -0.7749
C  1.2583  -0.1367  -2.0227
N  0.6689  1.1292  -2.4181
H  -0.2509  -1.7042  1.3957
H  -1.0875  -3.0152  0.5176
H  0.6906  -2.8454  0.4530
H  -0.4726  -2.0209  -1.6285
H  -1.6460  0.1610  -1.4807
H  -1.4121  0.1615  0.2752
H  -4.6697  -1.5541  -0.7925
H  -4.4363  -0.2569  -3.1534
H  -2.7623  -0.7296  -2.9584
H  -4.5690  2.4030  -1.7053
H  -3.0478  1.7912  -1.6414
H  -5.2193  0.3820  1.1853
H  1.1140  -0.8694  -2.8260
H  2.3285  0.0222  -1.8966
H  -0.1325  0.9996  -3.0225
H  0.3679  1.6318  -1.5908
C  5.4407  0.4925  1.5528
C  4.6678  0.2164  0.2871
O  4.2222  1.1173  -0.3850
C  4.4479  -1.2327  -0.0667
H  5.5027  1.5676  1.7061
H  4.9230  0.0312  2.3959
H  6.4502  0.0815  1.5034
H  3.9207  -1.7358  0.7458
H  5.4040  -1.7366  -0.2200
H  3.8533  -1.2986  -0.9736
C  2.2625  1.6974  2.6597
C  0.9484  1.4262  3.3524
O  0.3660  0.3747  3.2239
C  0.3962  2.5390  4.2115
H  2.5447  0.8284  2.0711
H  2.1674  2.5584  1.9959
H  3.0384  1.9161  3.3959
H  0.2409  3.4353  3.6083
H  1.1058  2.7888  5.0023
H  -0.5473  2.2288  4.6536

Its HOMO energy is -9.44 eV. The SMILES is C[C@@H](CO[C@H](CC(=O)F)B(N)O)OCN.CC(C)=O.CC(C)=O. The frontier orbital gap is 9.8 eV. The total charge is 0. As for the LUMO energy: 0.0124 Ha. The multiplicity is 1.

=====

What did the fourth record say?
The following is a quantum chemistry calculation of a molecular structure, C13H28CoO7, from OMol25.

CARTESIAN COORDINATES (ANGSTROEM)
Co  -0.1603  -0.0040  -0.1482
C  -1.4720  -2.1905  1.7475
C  -2.5561  -1.7101  0.8099
O  -2.3539  -0.3349  0.4658
C  -2.8422  0.6178  1.4249
C  -1.6670  1.2377  2.1600
O  -0.6813  1.6597  1.2135
C  -1.0003  2.9197  0.6081
C  -0.0648  3.1179  -0.5536
O  -0.0802  1.9214  -1.3346
C  0.8186  1.9940  -2.4515
C  1.2203  0.5760  -2.7953
O  1.5751  -0.1275  -1.5994
C  2.8945  0.1180  -1.0917
C  2.7659  0.6325  0.3351
O  1.7380  -0.0817  1.0216
C  2.0867  -1.4342  1.3424
C  0.8889  -2.0275  2.0305
O  -0.2232  -1.8367  1.1502
H  -1.5394  -3.2733  1.8762
H  -1.5573  -1.7206  2.7322
H  -3.5382  -1.8562  1.2593
H  -2.5068  -2.2736  -0.1191
H  -3.5196  0.1433  2.1354
H  -3.4020  1.3657  0.8646
H  -1.1727  0.5087  2.8020
H  -1.9944  2.0781  2.7742
H  -0.8590  3.7168  1.3393
H  -2.0350  2.9255  0.2593
H  0.9519  3.3169  -0.2014
H  -0.3998  3.9650  -1.1551
H  1.6884  2.5972  -2.1761
H  0.3201  2.4636  -3.3009
H  2.0435  0.5662  -3.5094
H  0.3713  0.0431  -3.2117
H  3.4290  0.8422  -1.7060
H  3.4384  -0.8266  -1.1232
H  2.4533  1.6764  0.3510
H  3.7181  0.5429  0.8606
H  2.9551  -1.4497  2.0021
H  2.3037  -1.9996  0.4320
H  0.6980  -1.5207  2.9808
H  1.0461  -3.0916  2.2171
C  -0.3712  -2.5753  -2.1617
O  -0.8996  -1.2879  -1.7678
H  0.7054  -2.5363  -2.0252
H  -0.5945  -2.7665  -3.2095
H  -0.7863  -3.3739  -1.5469
H  -1.8329  -1.2476  -2.0075

Its HOMO energy (alpha / beta) is -17.09 / -17.12 eV. The frontier orbital gap (alpha / beta) is 12.2 / 11.1 eV. The total charge is +2. As for the LUMO energy (alpha / beta): -0.1805 / -0.2230 Ha. The expectation value of S² is 3.755. The multiplicity is 4.

=====

The highest multiplicity belongs to which entry?
C13H28CoO7